[1]
Formula: C18H17ClFN3O3
Source: the Open Molecules 2025 dataset
Level of theory: the ωB97M-V functional and the def2-TZVPD basis

Calculated values
**Energy**: -44796.227 eV
**Relative energy (zero: lowest compared OMol25 entry of this formula, charge and spin)**: 0.000 eV
**Highest occupied orbital energy**: -8.78 eV
**SMILES**: CCOc1c(C)cnc2c1c(=O)n(Cc1c(F)cccc1Cl)c(=O)n2C
**HOMO-LUMO gap**: 9.16 eV
**Total charge**: 0
**LUMO**: 0.0139 Eh

Last columns: bonded neighbours and bond lengths (Å).
Geometry (Å):
1 H 4.40204 -1.87397 -2.81856  C42 1.078
2 F 0.94929 0.79397 -1.86164  C4 1.352
3 C -2.27806 1.37741 0.01545  N8 1.328, N12 1.368, C34 1.403
4 C 2.06548 0.13856 -1.47120  F2 1.352, C11 1.383, C26 1.391
5 C -0.35661 -0.04929 0.64037  C34 1.462, O41 1.211, N43 1.393
6 C -4.34829 0.54685 -0.37799  N8 1.318, C17 1.389, H33 1.083
7 C -0.13330 2.41235 0.37919  O10 1.211, N12 1.373, N43 1.383
8 N -3.53744 1.58566 -0.34995  C3 1.328, C6 1.318
9 H -2.85569 3.99600 0.38775  C32 1.089
10 O 0.57065 3.39674 0.43054  C7 1.211
11 C 2.72533 -0.60657 -2.43104  C4 1.383, H15 1.078, C42 1.382
12 N -1.46573 2.47792 0.05460  C3 1.368, C7 1.373, C32 1.449
13 H -0.97869 -4.48721 1.12999  C38 1.086
14 H -4.97831 -2.49617 -0.87254  C21 1.089
15 H 2.32787 -0.64026 -3.43282  C11 1.078
16 C 1.78207 1.02886 0.90265  C26 1.505, H30 1.094, H39 1.095, N43 1.453
17 C -4.00247 -0.75745 -0.04984  C6 1.389, C18 1.405, C21 1.500
18 C -2.66714 -0.98992 0.32173  C17 1.405, O27 1.343, C34 1.412
19 Cl 4.31756 -0.37213 1.75142  C22 1.724
20 H -2.41564 3.73796 -1.30786  C32 1.089
21 C -5.06632 -1.81536 -0.02698  H14 1.089, C17 1.500, H25 1.088, H31 1.088
22 C 3.67391 -0.45636 0.15390  Cl19 1.724, C26 1.395, C36 1.385
23 H 5.25756 -1.72734 -0.50162  C36 1.078
24 H -0.32016 -3.64567 -0.26556  C38 1.086
25 H -6.04644 -1.34643 -0.07413  C21 1.088
26 C 2.50108 0.23350 -0.15344  C4 1.391, C16 1.505, C22 1.395
27 O -2.17564 -2.17006 0.73278  C18 1.343, C35 1.422
28 H -1.24569 4.51010 -0.19803  C32 1.087
29 H -2.65765 -3.13389 -1.03606  C35 1.096
30 H 1.92433 0.53647 1.86918  C16 1.094
31 H -5.00620 -2.39514 0.89176  C21 1.088
32 C -2.03366 3.76614 -0.28850  H9 1.089, N12 1.449, H20 1.089, H28 1.087
33 H -5.36597 0.77700 -0.66703  C6 1.083
34 C -1.77983 0.10859 0.34789  C3 1.403, C5 1.462, C18 1.412
35 C -2.43005 -3.36792 0.00970  O27 1.422, H29 1.096, H37 1.097, C38 1.522
36 C 4.35718 -1.20785 -0.78815  C22 1.385, H23 1.078, C42 1.383
37 H -3.27803 -3.90654 0.45039  C35 1.097
38 C -1.17015 -4.21757 0.09580  H13 1.086, H24 1.086, C35 1.522, H40 1.087
39 H 2.18297 2.04661 0.94980  C16 1.095
40 H -1.28762 -5.11982 -0.49819  C38 1.087
41 O 0.22764 -1.09152 0.83538  C5 1.211
42 C 3.87706 -1.28634 -2.08238  H1 1.078, C11 1.382, C36 1.383
43 N 0.35514 1.14820 0.65410  C5 1.393, C7 1.383, C16 1.453

[2]
Formula: C18H17ClN2OS
Source: the Open Molecules 2025 dataset
Level of theory: the ωB97M-V functional and the def2-TZVPD basis

Calculated values
**Energy**: -47325.466 eV
**Relative energy (zero: lowest compared OMol25 entry of this formula, charge and spin)**: 1.771 eV
**Highest occupied orbital energy**: -8.14 eV
**SMILES**: CC(C)[C@H]1C(=S)Nc2ccc(Cl)cc2C(c2ccccc2)=[N+]1[O-]
**HOMO-LUMO gap**: 8.13 eV
**Total charge**: 0
**LUMO**: -0.0003 Eh

Last columns: bonded neighbours and bond lengths (Å).
Geometry (Å):
1 C 0.92220 -2.25732 3.22738  H28 1.113, H35 1.086, C37 1.553, H39 1.096
2 C -1.35413 0.58281 -1.67905  C4 1.403, C25 1.499, C30 1.410
3 O -2.45614 -0.72787 0.46577  N40 1.213
4 C -1.97332 -0.35002 -2.52489  C2 1.403, C17 1.376, H23 1.072
5 H -0.84933 2.65780 -1.42408  C30 1.109
6 H 1.35039 0.08670 -2.20479  C15 1.097
7 C -2.04799 2.33478 -3.23261  H8 1.083, C13 1.407, C30 1.392
8 H -2.07016 3.35541 -3.59346  C7 1.083
9 H -1.03330 -3.42578 1.42679  C36 1.105
10 H -0.18317 -2.85084 -0.00297  C36 1.095
11 H -3.12414 -0.74388 -4.28941  C17 1.082
12 C 1.17796 1.36754 0.97758  C32 1.409, N33 1.379, C34 1.399
13 C -2.64330 1.34724 -4.03863  C7 1.407, H14 1.093, C17 1.392
14 H -3.18020 1.70682 -4.92046  C13 1.093
15 C 1.62338 0.53892 -1.24377  H6 1.097, C16 1.389, C32 1.404
16 C 2.91923 1.03656 -1.19155  C15 1.389, Cl18 1.737, C22 1.379
17 C -2.60864 -0.00112 -3.69438  C4 1.376, H11 1.082, C13 1.392
18 Cl 3.96953 0.78871 -2.55236  C16 1.737
19 S -0.87321 0.50344 4.21368  C20 1.639
20 C -0.37851 0.42244 2.65285  S19 1.639, C26 1.512, N33 1.408
21 H 0.73955 2.12902 2.83637  N33 1.024
22 C 3.37341 1.71691 -0.08132  C16 1.379, H27 1.085, C34 1.421
23 H -2.00004 -1.38895 -2.26015  C4 1.072
24 H 1.31142 -1.44086 1.29960  C37 1.093
25 C -0.67480 0.27316 -0.37967  C2 1.499, C32 1.475, N40 1.314
26 C -0.72198 -0.81297 1.85156  C20 1.512, H29 1.078, C37 1.544, N40 1.466
27 H 4.34014 2.20965 -0.06679  C22 1.085
28 H 0.10316 -2.62158 3.88692  C1 1.113
29 H -1.50135 -1.29686 2.41735  C26 1.078
30 C -1.37905 1.93527 -2.07852  C2 1.410, H5 1.109, C7 1.392
31 H 2.81461 2.47217 1.84417  C34 1.077
32 C 0.71711 0.72271 -0.18716  C12 1.409, C15 1.404, C25 1.475
33 N 0.43131 1.45107 2.13416  C12 1.379, C20 1.408, H21 1.024
34 C 2.48058 1.87556 1.01228  C12 1.399, C22 1.421, H31 1.077
35 H 1.30956 -1.37859 3.73356  C1 1.086
36 C -0.05222 -3.07400 1.06086  H9 1.105, H10 1.095, C37 1.527, H38 1.115
37 C 0.43272 -1.83739 1.81472  C1 1.553, H24 1.093, C26 1.544, C36 1.527
38 H 0.69304 -3.90272 1.08263  C36 1.115
39 H 1.69591 -3.02780 3.13106  C1 1.096
40 N -1.30023 -0.37612 0.57675  O3 1.213, C25 1.314, C26 1.466

[3]
Formula: C18H17F3N2O4
Source: the Open Molecules 2025 dataset
Level of theory: the ωB97M-V functional and the def2-TZVPD basis

Calculated values
**Energy**: -38261.359 eV
**Relative energy (zero: lowest compared OMol25 entry of this formula, charge and spin)**: 3.821 eV
**Highest occupied orbital energy**: -8.17 eV
**SMILES**: COc1cc2c(cc1OC)CN(c1ccc([N+](=O)[O-])c(C(F)(F)F)c1)CC2
**HOMO-LUMO gap**: 7.91 eV
**Total charge**: 0
**LUMO**: -0.0096 Eh

Last columns: bonded neighbours and bond lengths (Å).
Geometry (Å):
1 C 1.59084 0.74595 -0.00809  C4 1.389, C10 1.500, C26 1.383
2 H 2.38305 0.55228 3.26094  C25 1.089
3 H -1.15222 3.86642 -3.20522  C9 1.089
4 C 1.74551 1.16844 1.30640  C1 1.389, C25 1.500, C34 1.380
5 H -1.51610 -4.69471 1.84091  C38 1.079
6 H 2.70836 -1.91607 2.41609  C21 1.097
7 C -0.55306 5.35337 0.55315  H11 1.092, H14 1.092, O24 1.411, H31 1.090
8 C -1.92924 -3.74677 -0.01476  C33 1.402, C38 1.396, N39 1.430
9 C -0.55732 3.08975 -2.72709  H3 1.089, O13 1.408, H17 1.094, H27 1.095
10 C 2.09780 -0.64054 -0.27623  C1 1.500, H22 1.088, N35 1.455, H43 1.096
11 H -1.50679 4.97032 0.18557  C7 1.092
12 O -3.42673 -4.76786 -1.38237  N39 1.213
13 O -0.29120 3.57124 -1.43147  C9 1.408, C19 1.370
14 H 0.04234 5.71083 -0.28894  C7 1.092
15 C -0.39930 -2.00635 -0.65293  C33 1.378, C36 1.409, H40 1.076
16 F -3.64183 -2.25473 -1.89377  C41 1.336
17 H -1.13150 2.15837 -2.70338  C9 1.094
18 O -3.49768 -5.19642 0.72471  N39 1.216
19 C 0.39215 2.76967 -0.55585  O13 1.370, C26 1.391, C42 1.410
20 H 3.53714 0.24686 1.96489  C25 1.094
21 C 1.93531 -1.20833 2.09196  H6 1.097, C25 1.544, N35 1.454, H44 1.092
22 H 1.86656 -1.00101 -1.27622  C10 1.088
23 H 0.49286 -3.38205 2.31564  C29 1.077
24 O 0.14123 4.38807 1.31214  C7 1.411, C42 1.360
25 C 2.47435 0.23213 2.22379  H2 1.089, C4 1.500, H20 1.094, C21 1.544
26 C 0.91151 1.53229 -0.92032  C1 1.383, C19 1.391, H30 1.078
27 H 0.36375 2.94022 -3.29958  C9 1.095
28 F -2.17480 -3.23036 -3.16093  C41 1.335
29 C -0.06827 -3.18496 1.41729  H23 1.077, C36 1.410, C38 1.370
30 H 0.79151 1.17476 -1.93048  C26 1.078
31 H -0.73476 6.17586 1.24494  C7 1.090
32 F -1.95425 -1.17536 -2.62722  C41 1.355
33 C -1.53002 -2.74894 -0.91542  C8 1.402, C15 1.378, C41 1.513
34 C 1.23564 2.39586 1.67847  C4 1.380, H37 1.079, C42 1.394
35 N 1.51861 -1.51368 0.73300  C10 1.455, C21 1.454, C36 1.354
36 C 0.37822 -2.20723 0.50472  C15 1.409, C29 1.410, N35 1.354
37 H 1.33973 2.76040 2.68819  C34 1.079
38 C -1.18827 -3.92887 1.15438  H5 1.079, C8 1.396, C29 1.370
39 N -3.03677 -4.62272 -0.24305  C8 1.430, O12 1.213, O18 1.216
40 H -0.14263 -1.21283 -1.33224  C15 1.076
41 C -2.33541 -2.38168 -2.14269  F16 1.336, F28 1.335, F32 1.355, C33 1.513
42 C 0.56553 3.21502 0.77106  C19 1.410, O24 1.360, C34 1.394
43 H 3.18619 -0.68164 -0.15006  C10 1.096
44 H 1.06994 -1.31500 2.75008  C21 1.092

[4]
Formula: C18H17F9O18S
Source: the Open Molecules 2025 dataset
Level of theory: the ωB97M-V functional and the def2-TZVPD basis

Calculated values
**Energy**: -91087.416 eV
**Highest occupied orbital energy**: -9.66 eV
**SMILES**: C=CC(=O)OC(O)(O)S(=O)(=O)C(F)(F)C(F)(F)F.O=C1OC[C@@H](F)O1.O=C1OC[C@@H](F)O1.O=C1OC[C@@H](F)O1.O=C1OC[C@@H](F)O1
**HOMO-LUMO gap**: 10.13 eV
**Total charge**: 0
**LUMO**: 0.0171 Eh

Last columns: bonded neighbours and bond lengths (Å).
Geometry (Å):
1 H 5.21164 -0.85384 0.48514  C57 1.091
2 C -5.44307 0.22198 3.43070  O3 1.430, H13 1.085, H46 1.091, C51 1.517
3 O -4.09182 0.68885 3.40710  C2 1.430, C19 1.351
4 C 1.11792 2.40489 -2.77759  O6 1.195, O58 1.376, C62 1.491
5 H -1.59736 -8.05561 1.44674  C9 1.091
6 O 0.58747 2.00767 -3.77196  C4 1.195
7 F 0.49392 -0.79831 3.47599  C60 1.358
8 C -1.75539 -0.29825 1.03814  O25 1.356, O35 1.351, O43 1.189
9 C -1.32686 -7.11409 0.96572  H5 1.091, C18 1.517, O45 1.416, F55 1.351
10 O 3.28929 -1.31446 1.09059  C57 1.429, C61 1.352
11 O -2.64726 -4.69513 2.92849  C22 1.187
12 C 0.19286 2.11781 -0.54711  H34 1.087, H42 1.085, C62 1.332
13 H -6.07755 0.87521 2.84014  C2 1.085
14 C 0.62644 4.39919 -5.62709  F15 1.321, C23 1.576, F41 1.326, F53 1.325
15 F -0.38878 4.31428 -4.78601  C14 1.321
16 H -1.17904 -3.03119 2.44854  C63 1.085
17 C 4.15396 0.77965 1.41190  O26 1.412, H37 1.091, F47 1.355, C57 1.517
18 C -2.40130 -6.52612 0.07133  C9 1.517, O36 1.430, H44 1.091, H48 1.085
19 C -3.53480 0.45429 4.61519  O3 1.351, O24 1.359, O40 1.187
20 H 4.99710 -1.06991 2.24374  C57 1.086
21 F 1.62234 5.20427 -3.60984  C23 1.334
22 C -2.36288 -5.43933 2.04888  O11 1.187, O36 1.350, O45 1.361
23 C 1.92201 4.87844 -4.86838  C14 1.576, F21 1.334, F52 1.331, S56 1.886
24 O -4.47274 0.00303 5.48862  C19 1.359, C51 1.417
25 O -0.99984 0.15150 2.07107  C8 1.356, C60 1.417
26 O 3.02392 0.83117 0.56686  C17 1.412, C61 1.361
27 H -1.48111 -0.95547 3.72554  C60 1.086
28 H 0.14193 -2.29701 1.49503  C63 1.091
29 O 1.36937 -0.63619 0.12348  C61 1.185
30 O 4.59828 2.10005 -3.23908  H31 0.970, C32 1.356
31 H 4.61737 2.48465 -2.34897  O30 0.970
32 C 3.33706 2.18664 -3.73070  O30 1.356, S56 1.943, O58 1.407, O59 1.347
33 F -6.58778 -0.76036 5.28261  C51 1.351
34 H 0.20980 2.45407 0.48635  C12 1.087
35 O -1.75981 -1.64906 1.00622  C8 1.351, C63 1.434
36 O -3.15305 -5.73486 0.99514  C18 1.430, C22 1.350
37 H 3.87123 1.12619 2.40708  C17 1.091
38 H 2.41275 1.27615 -5.15015  O59 0.971
39 H 0.40369 4.03538 -1.44440  C62 1.088
40 O -2.38499 0.61235 4.86527  C19 1.187
41 F 0.30573 5.27484 -6.56930  C14 1.326
42 H -0.18304 1.13023 -0.79415  C12 1.085
43 O -2.33372 0.39646 0.26573  C8 1.189
44 H -1.95638 -5.87822 -0.68530  C18 1.091
45 O -1.18553 -6.11587 1.95947  C9 1.416, C22 1.361
46 H -5.48440 -0.79549 3.03897  C2 1.091
47 F 5.11137 1.60226 0.92025  C17 1.355
48 H -3.04061 -7.26629 -0.39954  C18 1.085
49 H -6.13933 1.17869 5.29562  C51 1.091
50 O 4.40900 4.61715 -4.22691  S56 1.431
51 C -5.74819 0.23298 4.91661  C2 1.517, O24 1.417, F33 1.351, H49 1.091
52 F 2.38427 5.96029 -5.49094  C23 1.331
53 F 0.81420 3.22358 -6.20884  C14 1.325
54 O 3.62739 3.31590 -6.20267  S56 1.432
55 F -0.14896 -7.27765 0.32494  C9 1.351
56 S 3.44495 3.76673 -4.85598  C23 1.886, C32 1.943, O50 1.431, O54 1.432
57 C 4.54823 -0.68273 1.33438  H1 1.091, O10 1.429, C17 1.517, H20 1.086
58 O 2.48434 2.34615 -2.62235  C4 1.376, C32 1.407
59 O 3.11077 1.10356 -4.49831  C32 1.347, H38 0.971
60 C -0.74095 -0.94455 2.93030  F7 1.358, O25 1.417, H27 1.086, C63 1.515
61 C 2.45022 -0.40317 0.54996  O10 1.352, O26 1.361, O29 1.185
62 C 0.53478 2.95812 -1.52225  C4 1.491, C12 1.332, H39 1.088
63 C -0.81908 -2.12147 1.98002  H16 1.085, H28 1.091, O35 1.434, C60 1.515

[5]
Formula: C18H17N7O
Source: the Open Molecules 2025 dataset
Level of theory: the ωB97M-V functional and the def2-TZVPD basis

Calculated values
**Energy**: -31419.858 eV
**Highest occupied orbital energy**: -8.77 eV
**SMILES**: CNC(=O)[C@@H]1CCCN1c1cc(-c2ccc(C#N)cc2)n2ncnc2n1
**HOMO-LUMO gap**: 7.81 eV
**Total charge**: 0
**LUMO**: -0.0353 Eh

Last columns: bonded neighbours and bond lengths (Å).
Geometry (Å):
1 O 0.27071 4.32137 2.77971  C37 1.227
2 C 1.78662 -5.27661 -4.70436  N20 1.152, C24 1.431
3 H 2.66874 1.58412 0.49949  C4 1.113
4 C 2.21880 1.11166 1.40092  H3 1.113, H8 1.100, N22 1.449, C34 1.509
5 C 1.91463 -3.94974 -2.71484  H9 1.065, C24 1.377, C39 1.398
6 H -2.98833 4.70357 0.75013  C16 1.085
7 C -3.95520 -1.17001 -0.78966  H11 1.094, N27 1.399, N28 1.337
8 H 2.49183 0.04668 1.41559  C4 1.100
9 H 2.87327 -4.40267 -2.61585  C5 1.065
10 H 1.54794 2.86530 4.17848  C25 1.085
11 H -5.00876 -1.42585 -0.93706  C7 1.094
12 C 0.08414 -2.42821 -2.00772  C13 1.499, C32 1.426, C39 1.429
13 C -0.48072 -1.38615 -1.08974  C12 1.499, N29 1.404, C41 1.380
14 C -0.13171 0.43506 0.56820  N22 1.439, N26 1.312, C41 1.485
15 H 1.98772 -2.79301 -0.97480  C39 1.073
16 C -2.16764 4.77746 1.45666  H6 1.085, H18 1.126, N30 1.487, H33 1.064
17 H -0.57372 -4.06034 -4.97801  C35 1.073
18 H -2.61227 5.01980 2.46214  C16 1.126
19 C 0.27167 1.92589 2.60665  N22 1.499, C25 1.548, C37 1.550, H40 1.108
20 N 2.29198 -6.06579 -5.37514  C2 1.152
21 C -2.28769 -0.09885 -0.06069  N26 1.398, N27 1.307, N29 1.409
22 N 0.77137 1.17456 1.40953  C4 1.449, C14 1.439, C19 1.499
23 H -1.57824 -2.45763 -3.41734  C32 1.099
24 C 1.21065 -4.28449 -3.84965  C2 1.431, C5 1.377, C35 1.374
25 C 1.47912 1.96733 3.57396  H10 1.085, C19 1.548, C34 1.519, H36 1.078
26 N -1.41184 0.69806 0.68299  C14 1.312, C21 1.398
27 N -3.59228 -0.08743 0.01799  C7 1.399, C21 1.307
28 N -2.94042 -1.84485 -1.33887  C7 1.337, N29 1.373
29 N -1.84998 -1.11858 -0.92900  C13 1.404, C21 1.409, N28 1.373
30 N -1.40296 3.50421 1.53243  C16 1.487, C37 1.369, H43 1.025
31 H 3.18108 2.71294 2.48859  C34 1.097
32 C -0.58722 -2.87192 -3.18545  C12 1.426, H23 1.099, C35 1.392
33 H -1.50274 5.56153 1.18408  C16 1.064
34 C 2.69088 1.75117 2.68356  C4 1.509, C25 1.519, H31 1.097, H38 1.073
35 C -0.02107 -3.73810 -4.11613  H17 1.073, C24 1.374, C32 1.392
36 H 1.39043 1.17588 4.29997  C25 1.078
37 C -0.25389 3.34221 2.25886  O1 1.227, C19 1.550, N30 1.369
38 H 3.42050 1.13210 3.16884  C34 1.073
39 C 1.35942 -3.04060 -1.80922  C5 1.398, C12 1.429, H15 1.073
40 H -0.56206 1.38574 3.09662  C19 1.108
41 C 0.38717 -0.61167 -0.34772  C13 1.380, C14 1.485, H42 1.083
42 H 1.45788 -0.73835 -0.44445  C41 1.083
43 H -1.84781 2.65421 1.17033  N30 1.025

Q: total charge of number 3 (C18H17F3N2O4)?
A: 0

Q: What is the formula in the fifth record?
A: C18H17N7O

Q: What is the HOMO-LUMO gap in the third record?
A: 7.91 eV